Here is C44H38IrN12O4S as an isolated structure from OMol25. Energies are from ωB97M-V with the def2-TZVPD basis set.

## Properties
**Electronic energy**: -85985.0482 eV
**M**: 1023.2 u
**Net charge**: -1
**Orbital gap (alpha / beta)**: 4.315 / 5.743 eV
**2S+1**: 5

```
100
Properties=species:S:1:pos:R:3:forces:R:3:mulliken_spin:R:1
Ir 0.23039 -1.50539 1.45879 -0.05 0.63 0.27 1.2871
C 0.91579 1.87681 6.96029 -0.11 0.36 -0.18 0.0909
C 1.33509 0.67141 7.52599 0.12 -0.41 0.10 -0.0098
C 1.31389 -0.51119 6.81209 0.09 0.06 0.33 0.0561
C 0.87679 -0.48189 5.49429 -0.23 0.02 -0.61 0.0037
C 0.78529 -1.48309 4.45769 0.00 0.53 0.26 0.3478
N 0.99259 -2.78659 4.58049 0.30 -1.55 -0.11 0.0268
C 0.87059 -3.62289 3.56129 -0.10 1.59 0.44 0.1342
C 1.06909 -5.04939 3.66509 0.00 -1.31 -0.53 0.0200
C 1.38929 -5.88479 4.72629 -0.06 0.47 -0.16 0.0114
C 1.48319 -7.24259 4.48239 0.03 -0.30 -0.08 0.0365
C 1.27139 -7.76719 3.20579 0.05 -0.10 0.20 -0.0033
C 0.96769 -6.94689 2.13629 -0.07 0.29 -0.11 0.0428
C 0.86039 -5.58529 2.37279 0.18 -0.37 1.08 0.0303
C 0.55469 -4.47699 1.50829 -0.18 0.22 -1.16 0.1531
N 0.33419 -4.59619 0.21859 0.15 -0.72 0.62 -0.0403
C 0.26039 -3.58269 -0.63431 0.06 -0.35 -0.49 0.2478
N 0.50259 -2.29469 -0.27881 -0.16 0.10 0.03 0.1372
C -0.23911 -1.41739 -2.22911 -0.25 1.09 0.70 0.0501
N -1.08381 -0.46119 -2.35221 0.19 -0.93 -0.60 0.0824
C -1.07651 0.66611 -1.50641 0.13 0.43 0.46 -0.0133
N 0.18949 1.58841 0.34689 0.07 0.78 0.29 -0.0295
C -0.38231 0.65641 1.30929 0.16 -0.92 0.39 0.3346
N -0.24351 1.23231 2.57709 -0.03 0.70 0.61 0.3000
C 0.15349 0.46871 3.54709 -0.07 0.21 -0.83 0.0660
N 0.40179 -0.85699 3.30579 -0.28 0.38 0.21 0.0075
C 0.46199 0.75241 4.92169 0.08 -0.34 0.12 0.0745
C 0.47489 1.93161 5.65099 0.01 -0.03 0.13 -0.0466
C -1.77251 0.34831 0.86569 -0.74 0.32 -0.32 0.0340
C -2.77831 0.07761 1.80109 0.21 -0.05 -0.07 0.0657
C -4.10241 0.05281 1.41879 -0.13 -0.03 0.02 -0.0295
C -4.46871 0.30321 0.10349 0.01 -0.04 -0.10 0.0639
C -3.48811 0.53171 -0.84731 -0.05 0.02 0.07 -0.0390
C -2.15481 0.54831 -0.48151 0.24 -0.04 0.43 -0.0006
C -0.40151 -2.72229 -2.83651 -0.04 -0.93 -0.38 0.0806
C -0.84901 -2.95189 -4.13651 0.05 0.24 0.27 -0.0790
C -0.86061 -4.22989 -4.65361 -0.07 -0.13 -0.20 0.1187
C -0.44611 -5.31139 -3.87071 0.02 -0.01 0.00 -0.0570
C -0.06251 -5.11919 -2.56521 0.01 -0.17 -0.07 0.1138
C -0.04391 -3.83299 -2.02031 -0.14 0.48 0.09 -0.0023
N 0.54939 -3.32859 2.26089 0.17 0.13 0.45 0.1013
H 0.95529 2.77591 7.55939 -0.02 0.08 -0.01 0.0089
H 1.70249 0.67441 8.54309 -0.02 -0.05 0.08 0.0029
H 1.65159 -1.43179 7.25869 0.04 -0.18 0.06 0.0091
H 1.56089 -5.47359 5.70869 0.00 0.05 0.12 0.0038
H 1.73059 -7.91789 5.29009 0.00 -0.02 0.06 0.0044
H 1.34349 -8.83489 3.05439 0.04 -0.08 0.00 0.0009
H 0.81279 -7.34089 1.14349 -0.04 -0.04 -0.09 0.0071
H 0.16309 2.85831 5.19369 -0.03 0.11 -0.03 0.0049
H -2.50981 -0.08399 2.83469 0.07 0.05 0.07 0.0067
H -4.86351 -0.14039 2.16089 -0.07 -0.02 0.06 -0.0013
H -5.51161 0.31111 -0.17941 -0.06 -0.02 -0.02 0.0038
H -3.74371 0.70731 -1.88211 -0.05 -0.03 -0.09 -0.0002
H -1.16031 -2.10639 -4.73141 -0.01 0.10 -0.10 -0.0015
H -1.18241 -4.40429 -5.67211 -0.01 0.05 -0.02 0.0114
H -0.43031 -6.30579 -4.29511 -0.04 -0.06 -0.02 -0.0018
H 0.23159 -5.94589 -1.93601 0.00 -0.05 0.05 0.0149
C -1.10191 8.33611 -2.62831 0.09 0.14 0.16 0.0002
C -1.91161 7.52281 -3.61171 0.63 -0.65 0.02 0.0000
S -0.84961 6.22591 -4.32131 0.11 -0.06 -0.40 0.0000
O -1.62671 5.46201 -5.26771 -0.34 -0.16 0.21 0.0000
O 0.33979 6.86231 -4.83641 0.12 0.20 0.31 0.0000
C -0.34281 5.12441 -2.97251 -0.54 0.54 -0.45 0.0007
C -1.48631 4.20341 -2.56351 -0.39 -0.02 -0.12 0.0011
N -1.11441 3.24331 -1.54111 -0.26 0.21 0.14 0.0070
C -0.52621 1.99761 -1.96101 -0.28 0.10 -0.33 0.0042
N 0.18599 1.19641 -0.97531 0.39 -0.27 -0.84 0.0340
C -0.04281 2.90471 0.59899 -0.21 0.25 -0.01 0.0242
C -0.65841 3.73141 -0.30121 0.76 -1.28 -0.21 -0.0030
N -0.91301 5.02531 0.14519 0.00 1.24 0.92 0.0006
O -1.81581 5.72181 -0.36141 0.39 -0.48 0.23 0.0082
O -0.22471 5.44791 1.08829 -0.40 -0.03 -0.56 0.0128
C 0.19879 1.99081 -3.29781 -0.11 -0.01 0.29 0.0043
H -1.56161 9.30491 -2.44091 -0.06 0.01 0.00 0.0000
H -0.10851 8.49761 -3.04461 0.04 0.15 0.10 0.0000
H -1.01981 7.81241 -1.67871 0.05 0.02 0.10 -0.0001
H -2.23231 8.10421 -4.47321 0.01 -0.12 -0.17 0.0000
H -2.76401 7.02701 -3.16051 -0.18 -0.07 0.01 0.0000
H -0.02871 5.76301 -2.15471 0.13 0.11 0.12 0.0001
H 0.52119 4.59241 -3.35861 0.05 0.05 -0.17 0.0002
H -1.87031 3.66501 -3.42831 0.05 0.04 0.07 -0.0012
H -2.29701 4.81081 -2.15511 0.11 -0.21 -0.31 0.0008
H 0.15299 3.24471 1.60059 -0.06 -0.08 -0.06 -0.0091
H -0.39351 2.45001 -4.08371 -0.02 -0.01 -0.09 0.0000
H 0.38519 0.95771 -3.58061 0.03 0.09 -0.03 -0.0014
H 1.15209 2.50891 -3.21131 0.09 0.02 0.00 0.0004
C 3.03369 -2.54899 -1.09661 -0.18 0.04 0.00 0.0024
C 2.25339 -1.36489 -1.68151 0.58 0.13 -0.03 0.0201
C 2.86559 -0.07409 -1.12701 0.04 -0.17 -0.13 0.0013
C 2.39019 -1.38809 -3.20441 -0.06 -0.13 0.17 0.0044
N 0.82859 -1.38739 -1.26781 -0.27 -0.01 -0.46 0.0522
H 4.08299 -2.44399 -1.36541 0.08 0.04 -0.06 -0.0020
H 2.67619 -3.50079 -1.48651 -0.01 -0.08 0.00 0.0013
H 2.95869 -2.56749 -0.00941 0.04 -0.01 0.00 -0.0016
H 3.94969 -0.10139 -1.20991 0.18 -0.02 -0.01 0.0003
H 2.58619 0.03251 -0.08121 0.02 0.06 0.14 -0.0023
H 2.48919 0.78691 -1.66621 -0.03 0.15 -0.01 -0.0007
H 3.42939 -1.20179 -3.47181 0.05 0.04 -0.02 -0.0012
H 1.77629 -0.61709 -3.66431 -0.02 0.09 -0.11 -0.0002
H 2.09299 -2.35639 -3.60501 0.01 -0.01 -0.09 -0.0006
```
Positions in Å, forces in eV/Å.